Entry 1:
The following is a quantum chemistry calculation of C38H35Cl2N8O4Sc as an isolated structure, from the Open Molecules 2025 dataset.

```
88
Properties=species:S:1:pos:R:3:mulliken_charge:R:1
Sc 0.32470 -0.15787 -0.48112 -0.841
Cl -4.67923 -1.48327 -0.63153 0.188
Cl -5.89731 -5.97690 -3.37537 -0.203
O 0.79670 -1.81610 0.93854 0.294
O -2.15012 -2.07597 -3.03346 -0.855
O -0.69583 1.83913 -0.24028 -0.263
O -0.81062 -1.66387 -1.32328 1.181
N -1.11347 -0.75104 1.40622 0.118
N -1.06466 -2.93453 1.91298 0.206
N -2.52038 2.18209 -1.51593 0.030
N 2.19020 -0.56632 -1.21562 -0.185
N -0.13659 0.64857 -2.76329 0.578
N -4.03103 -4.01638 -2.11532 0.123
N 3.85682 1.68988 1.02903 -0.098
N 1.75918 1.00155 0.93720 0.465
C 1.61690 -3.09170 0.67706 -1.537
C -7.18312 -2.19739 -1.30603 -0.822
C -4.65450 -1.03769 2.53823 -0.728
C 2.99275 0.74504 0.57513 0.129
C 1.80422 2.15304 1.70879 0.097
C -3.51960 -5.83227 1.05224 -1.170
C 3.30646 -0.40582 -0.30376 -0.600
C -1.98221 -4.60894 -0.94372 0.982
C -6.37601 -4.51212 -2.58720 0.802
C -1.71881 0.84880 -4.54123 -0.754
C -1.39170 -5.27552 0.12320 -1.134
C -1.39708 0.78031 -3.19455 0.656
C -5.84042 -2.52858 -1.38132 0.995
C -1.09321 -3.95327 -1.99016 -1.962
C -2.35999 -2.49551 2.19076 0.349
C 0.79535 2.82757 2.38700 -0.458
C 0.60508 0.70096 -5.03540 -0.839
C -4.13970 -5.20684 -0.01529 -0.044
C -1.60669 2.57866 -0.62468 0.378
C -0.70288 0.80979 -5.47828 -0.483
C -5.39858 -3.68821 -2.02763 -1.901
C -4.62730 -2.40167 2.83935 -0.568
C -3.39084 -4.59930 -1.02626 1.001
C 1.14565 3.96216 3.09578 -0.886
C -7.72471 -4.19925 -2.52137 -0.601
C -1.70688 3.98691 -0.11048 -1.303
C 2.47081 4.41877 3.13887 -0.433
C -2.48226 0.86192 -2.14675 -0.149
C -3.47576 -3.15506 2.67106 -0.891
C 3.12541 2.60664 1.77558 0.567
C -2.36714 -1.12211 1.87802 0.491
C -2.13722 -5.88229 1.12490 -0.483
C -8.12241 -3.03807 -1.88090 -0.422
C -3.53322 -0.37976 2.05672 -0.544
C -0.40193 -1.86001 1.44803 -0.114
C 3.48690 3.74453 2.48388 -1.043
C 0.84172 0.61244 -3.67485 -0.365
C -1.36824 -2.45898 -2.15913 0.345
H 1.83396 0.46738 -3.26521 0.382
H -2.67039 4.44546 -0.32514 0.395
H -8.44716 -4.86666 -2.96923 0.445
H -0.91639 4.57789 -0.57446 0.291
H 3.41521 -1.30171 0.33144 0.238
H 1.43387 0.66047 -5.72802 0.451
H 0.38582 4.50619 3.64211 0.423
H -1.24288 -4.42438 -2.96620 0.447
H 0.87621 -3.77891 0.26206 -0.041
H -0.31287 -5.32210 0.16313 0.745
H -5.52509 -2.88349 3.20287 0.408
H 1.83939 -3.44816 1.69332 0.263
H 4.51197 4.08811 2.53250 0.416
H -0.92801 0.85005 -6.53619 0.418
H -2.33317 0.09681 -1.38723 -0.931
H -3.47676 -3.33968 -2.64080 0.436
H -9.17364 -2.78871 -1.82440 0.368
H -5.57540 -0.48637 2.67914 0.403
H -3.55365 0.67701 1.81996 0.399
H -4.12583 -6.29654 1.82031 0.373
H 4.27631 -0.23956 -0.79650 0.408
H 4.83931 1.72171 0.82439 0.227
H -0.70887 -3.87729 1.88906 0.383
H -7.47966 -1.29272 -0.79403 0.456
H -3.45250 0.67332 -2.59798 0.772
H -1.64255 -6.39822 1.93726 0.376
H 2.70624 5.30881 3.70716 0.381
H -5.22087 -5.18574 -0.07049 0.437
H -3.20585 2.84956 -1.82328 0.300
H -3.45843 -4.21488 2.89242 0.598
H -1.52669 3.98641 0.96231 0.241
H -0.21777 2.44903 2.36412 0.689
H -2.75692 0.90046 -4.84042 0.456
H -0.05447 -4.08291 -1.68582 0.538
H 2.17507 -1.55169 -1.48427 0.117
```

- Kohn-Sham gap (Ha) = 0.2360
- multiplicity = 1
- LUMO energy (eV) = 0.1
- HOMO (eV) = -6.28


Entry 2:
The following is a quantum chemistry calculation of C30H21N9O11STc as an isolated structure in a non-equilibrium geometry, from the Open Molecules 2025 dataset.

```
73
Properties=species:S:1:pos:R:3:mulliken_spin:R:1
Tc -0.99648 0.03976 -0.84329 -0.007
S 2.49244 0.18511 -0.34538 0.001
O 0.20490 0.45123 3.38613 0.002
O -1.75603 -1.19018 1.27953 -0.022
O -5.68075 -0.14412 2.22845 0.185
O -1.43279 1.90628 -1.36028 -0.003
O 2.17321 6.14936 3.01967 0.000
O 2.44399 1.52416 -0.85834 0.000
O -1.66170 4.09912 -1.41145 0.004
O -0.35757 0.91119 0.80398 -0.006
O 2.53295 -0.00244 1.07245 -0.001
O 1.96574 1.51065 4.03069 -0.002
O 1.22150 6.92955 1.24917 0.000
N 1.69903 -2.79868 -0.38994 0.001
N 1.00239 1.36268 3.30234 0.000
N 7.10181 -2.69493 -2.66535 0.000
N 1.13952 -0.54304 -0.99376 -0.002
N -1.62691 -0.32010 -2.76949 0.016
N -0.48686 -2.01348 -0.85478 0.002
N 1.49711 6.02295 2.01315 0.000
N -3.68637 -0.25472 0.51578 0.110
N -3.08481 -0.19974 -0.63935 -0.030
C 5.32578 -1.08112 -2.88156 0.000
C -0.81508 -0.38117 -3.83383 -0.002
C -4.74126 -0.29915 3.17729 0.245
C 6.04603 -2.00320 -2.11203 0.000
C -0.27385 3.23727 0.28389 0.004
C -2.87247 -0.57608 5.24737 0.233
C 4.54924 -1.59815 -0.26390 0.000
C -2.66110 -0.22055 -5.33324 -0.005
C -3.38825 -0.55700 2.88828 0.120
C 5.63721 -2.25625 -0.79602 0.000
C 3.85843 -0.67982 -1.04059 0.000
C 4.23687 -0.42206 -2.34902 0.000
C -0.17026 -4.29928 -0.45125 0.000
C -2.47124 -0.70531 3.93643 -0.059
C -1.16880 3.11717 -0.90732 -0.003
C -2.86302 -0.67464 1.52297 0.019
C -3.50480 -0.15580 -4.24440 0.022
C 0.85083 -1.82263 -0.70567 0.000
C 1.25880 3.64618 2.56291 -0.002
C -3.74981 -0.19840 -1.75759 0.070
C -1.28790 -0.34476 -5.12441 0.021
C 0.98533 4.69672 1.70471 0.003
C 0.75767 2.39590 2.29894 0.004
C -5.13940 -0.21224 4.50991 0.087
C 0.19983 4.49668 0.58519 -0.002
C 0.02724 2.11901 1.10367 -0.004
C 1.17929 -4.00710 -0.25532 -0.002
C -2.96746 -0.21068 -2.96052 0.005
C -0.99177 -3.23685 -0.75333 -0.003
C -4.21662 -0.34079 5.52832 0.014
H -4.83098 -0.24021 -1.76377 -0.002
H 7.74032 -3.14110 -2.03027 0.000
H 1.88564 -4.78596 0.01219 0.000
H -0.07425 5.32103 -0.05712 0.000
H -6.18329 -0.02837 4.72674 -0.001
H -2.05606 -3.34687 -0.92034 0.000
H 1.84339 3.80669 3.45557 0.000
H 5.64185 -0.88849 -3.89990 0.000
H 3.68175 0.30110 -2.93303 0.000
H 4.22018 -1.77707 0.75007 0.000
H -4.57447 -0.05575 -4.36267 0.001
H -3.05456 -0.16594 -6.33893 0.000
H -0.60199 -0.40517 -5.95603 0.000
H 6.18993 -2.97191 -0.19930 0.000
H -0.55896 -5.30095 -0.36083 0.000
H 0.24347 -0.45647 -3.61688 0.001
H -1.44034 -0.89017 3.67713 -0.007
H -4.55061 -0.25808 6.55470 0.003
H -5.23386 -0.11011 1.35803 -0.010
H 7.52524 -2.30716 -3.48973 0.000
H -2.14614 -0.65557 6.04456 0.003
```

- Kohn-Sham gap (alpha / beta) (Ha) = 0.2230 / 0.0893
- multiplicity = 2
- LUMO energy (alpha / beta) (eV) = -1.3 / -4.9
- HOMO (alpha / beta) (eV) = -7.38 / -7.35


Entry 3:
The following is a quantum chemistry calculation of an isolated ion of composition C4H12NSi and charge +1 in a non-equilibrium geometry, from the Open Molecules 2025 dataset.

```
18
Properties=species:S:1:pos:R:3:nbo_charge:R:1
Si 3.15668 -0.00962 -0.17790 0.848
N -1.09683 -0.06348 0.27588 -0.364
C -1.91749 -1.22789 -0.28106 -0.413
C -1.69940 1.27782 0.07773 -0.379
C 1.33648 0.22146 0.37502 -0.511
C 0.24715 -0.05016 -0.30476 -0.094
H -1.12814 -0.31805 1.31705 0.445
H -2.93179 -1.03008 -0.11098 0.234
H 3.97914 -0.38227 -1.25650 -0.111
H -0.95949 1.90741 0.50223 0.230
H 0.23333 -0.29583 -1.28459 0.209
H 1.18652 0.58540 1.46650 0.249
H -1.64412 -1.46346 -1.35241 0.242
H -1.61126 1.35173 -0.93511 0.217
H 3.39339 -1.10474 0.84870 -0.138
H 3.68865 1.37422 0.11263 -0.137
H -1.57590 -2.12798 0.24029 0.239
H -2.65693 1.35553 0.48729 0.233
```

- net charge = +1
- Kohn-Sham gap (Ha) = 0.4162
- multiplicity = 1
- LUMO energy (eV) = -3.3
- HOMO (eV) = -14.59


Entry 4:
The following is a quantum chemistry calculation of a 2-piece molecular cluster, H4NO2SSi overall in a non-equilibrium geometry, from the Open Molecules 2025 dataset.

```
9
Properties=species:S:1:pos:R:3:nbo_charge:R:1
S 1.51892 0.32337 -0.49401 1.081
Si -0.67931 0.61944 -0.17792 1.196
O 1.55484 -1.38372 -0.23786 -0.920
O 2.13722 0.91412 0.67709 -0.998
N -1.21487 -0.81354 0.36498 -1.576
H 1.00308 -1.64712 0.55906 0.506
H -2.13440 -1.06560 0.74055 0.368
H -1.01150 1.76067 0.75782 -0.226
H -1.17398 1.29238 -2.18971 -0.430
```

- net charge = -1
- Kohn-Sham gap (Ha) = 0.2806
- multiplicity = 1
- LUMO energy (eV) = 3.8
- HOMO (eV) = -3.80


Entry 5:
The following is a quantum chemistry calculation of C29H29BiN5O as an isolated structure, from the Open Molecules 2025 dataset.

```
65
Properties=species:S:1:pos:R:3:nbo_charge:R:1
Bi 0.36520 0.30300 1.15324 2.009
O -1.15870 1.35791 3.02638 -0.789
N 1.55480 -1.76653 0.34135 -0.553
N -1.16420 0.21485 -0.51843 -0.614
N 2.28638 0.75809 -0.41663 -0.551
N -0.13363 2.52145 0.31178 -0.574
N -1.28599 -1.44862 1.55388 -0.580
C -1.96964 -1.83063 0.45569 0.129
C 4.83448 1.33321 -1.37041 -0.089
C -2.76668 -2.95518 0.45072 -0.196
C -2.17557 -3.29919 2.74251 -0.212
C 0.31507 3.65242 0.87350 0.277
C -0.55983 -1.76637 3.88245 -0.653
C -0.72137 2.54672 -0.90017 0.148
C -2.54779 -1.11828 -1.89881 -0.212
C 4.51968 0.07271 -0.89320 -0.192
C 0.14786 4.87388 0.22126 -0.212
C -2.87469 -3.69810 1.62426 -0.094
C -1.91489 1.08996 -2.58450 -0.193
C 1.97700 -4.12255 0.50585 -0.206
C 3.72894 -2.63424 -0.11059 -0.192
C 3.30344 -3.92147 0.16750 -0.093
C -2.52986 -0.12083 -2.86130 -0.070
C -1.36157 -2.16743 2.68173 0.275
C 2.83517 -1.57443 -0.03494 0.173
C 1.00319 3.60255 2.20285 -0.652
C 1.14951 -3.02216 0.58940 0.052
C -0.88887 3.72188 -1.60120 -0.196
C 2.59762 1.97001 -0.90334 0.060
C -0.45008 4.90901 -1.02034 -0.093
C 3.23533 -0.19818 -0.44042 0.171
C 3.84322 2.29805 -1.39671 -0.216
C -1.25083 1.24521 -1.38096 0.209
C -1.86768 -0.91700 -0.71100 0.289
C -2.59744 1.51468 3.24016 -0.063
C -3.27034 1.74352 1.91289 -0.634
H 0.19941 -1.01712 3.66232 0.200
H -3.50186 -4.57947 1.65316 0.267
H 0.29461 3.82785 3.00108 0.265
H -3.04118 -0.26697 -3.80371 0.270
H -2.97630 0.61602 3.72964 0.185
H 1.81713 2.71331 -0.90820 0.208
H -1.21596 -1.36597 4.65775 0.266
H -0.05798 -2.63541 4.30706 0.269
H 1.45894 2.63292 2.41061 0.203
H -4.34062 1.87519 2.06832 0.264
H 4.75510 -2.47496 -0.39810 0.247
H 0.11588 -3.16058 0.86089 0.207
H -3.13610 0.88701 1.24886 0.189
H -2.88850 2.64304 1.42809 0.215
H -2.23867 -3.85804 3.66679 0.263
H 4.02589 3.28961 -1.78547 0.261
H 1.58502 -5.10933 0.70664 0.259
H -3.10281 -2.02687 -2.07355 0.257
H 0.50172 5.78010 0.69406 0.263
H -1.36085 3.73902 -2.57153 0.252
H -0.57758 5.84783 -1.54314 0.267
H -0.72473 1.43326 3.88566 0.504
H 5.83282 1.54865 -1.72691 0.264
H -3.31186 -3.25740 -0.43017 0.252
H 3.99577 -4.75040 0.10616 0.264
H 1.79538 4.34801 2.24656 0.268
H 5.28054 -0.69023 -0.89092 0.247
H -1.97366 1.90105 -3.29367 0.258
H -2.74691 2.36288 3.90745 0.210
```

- net charge = +3
- Kohn-Sham gap (Ha) = 0.2879
- multiplicity = 1
- LUMO energy (eV) = -9.6
- HOMO (eV) = -17.39